242
Properties=species:S:1:pos:R:3:lowdin_charge:R:1 method="wB97M-V/def2-TZVPD" fmax_ev_per_a=3.98 orbital_gap_ev=8.8 mol_weight_g_mol=1353.9
Be 14.299 12.289 15.962 0.0050
Be 14.492 14.889 17.253 0.0881
S 13.506 12.622 18.744 0.4757
O 13.964 12.048 17.400 -0.2613
O 14.190 11.980 19.822 -0.2618
O 14.074 14.047 18.581 -0.2946
O 12.053 12.658 18.743 -0.3004
O 13.877 15.993 16.380 -0.1557
H 13.401 15.690 15.593 0.0290
O 15.002 11.382 15.110 -0.1491
H 15.001 10.499 15.481 0.0330
C 14.816 8.063 17.855 -0.1063
O 15.205 9.391 17.483 -0.1645
H 15.258 7.529 17.004 0.0924
H 15.340 7.690 18.728 0.0693
H 13.761 7.960 18.007 0.0559
H 15.022 10.038 18.206 0.0782
C 10.697 10.014 17.652 -0.0852
O 9.704 8.984 17.969 -0.1480
H 11.433 9.914 18.408 0.0565
H 11.002 9.983 16.625 0.0665
H 10.316 10.993 17.917 0.0376
H 8.826 9.366 17.800 0.0415
C 9.129 13.657 21.723 -0.1332
O 10.219 12.734 21.765 -0.1179
H 8.628 13.539 20.816 0.0366
H 8.512 13.331 22.552 0.0844
H 9.442 14.678 21.888 0.0685
H 10.641 12.664 20.908 0.0375
C 11.571 16.260 18.987 -0.0833
O 10.743 15.202 18.380 -0.2049
H 12.386 15.807 19.616 0.0939
H 11.979 16.886 18.165 0.0607
H 10.897 16.933 19.537 0.0696
H 10.982 14.291 18.853 0.1036
C 16.154 15.009 11.436 -0.1657
O 16.813 15.956 12.200 -0.1142
H 15.306 14.531 11.962 0.0684
H 15.897 15.446 10.428 0.0945
H 16.824 14.153 11.224 0.0640
H 16.318 16.695 12.496 0.0241
C 16.712 19.462 17.990 -0.0771
O 16.186 18.208 17.432 -0.1577
H 16.329 20.302 17.436 0.0684
H 16.466 19.524 19.048 0.0843
H 17.814 19.525 17.950 0.0785
H 15.579 18.528 16.731 0.0567
C 15.805 15.737 19.748 -0.0718
O 15.478 15.826 18.399 -0.1506
H 14.970 16.016 20.328 0.0768
H 16.067 14.671 19.827 0.0922
H 16.679 16.385 19.949 0.1028
H 15.503 16.776 18.051 0.0943
C 18.041 9.296 16.533 -0.1661
O 18.971 10.267 16.141 -0.1320
H 17.208 9.330 15.838 0.0627
H 18.319 8.266 16.465 0.0764
H 17.629 9.403 17.582 0.0844
H 19.823 10.239 16.629 0.1197
C 17.654 12.560 8.516 -0.1478
O 16.813 12.499 9.650 -0.1592
H 18.667 12.209 8.720 0.0772
H 17.179 11.969 7.711 0.0883
H 17.767 13.613 8.389 0.0657
H 17.007 11.654 10.090 0.0221
C 12.887 16.054 8.957 -0.2004
O 12.177 16.336 10.100 -0.1150
H 12.271 15.724 8.164 0.0579
H 13.435 16.929 8.510 0.0899
H 13.528 15.215 9.059 0.0634
H 12.602 15.919 10.893 0.0937
C 7.478 17.496 19.423 -0.2064
O 7.763 17.443 18.078 -0.1179
H 6.596 18.094 19.596 0.0730
H 7.237 16.545 19.885 0.0575
H 8.369 17.887 20.003 0.0912
H 8.363 16.704 17.845 0.0812
C 12.972 13.320 13.908 -0.0913
O 13.124 13.260 15.250 -0.0783
H 13.972 13.255 13.478 0.0861
H 12.349 12.521 13.581 0.0769
H 12.515 14.275 13.603 0.0985
H 12.284 13.512 15.669 0.0820
C 11.354 4.440 21.212 -0.0360
C 11.890 5.285 22.373 -0.4892
C 13.345 5.375 22.506 -0.1740
C 14.024 6.391 21.613 -0.1930
C 13.380 7.745 21.685 -0.1313
C 11.821 7.687 21.446 -0.4953
N 11.338 6.751 22.487 -0.0328
O 9.915 6.585 22.246 -0.0645
C 11.270 9.093 21.679 -0.0330
C 11.455 7.282 19.982 -0.0134
C 11.332 4.645 23.702 -0.0331
H 10.375 4.667 20.895 0.0658
H 11.305 3.400 21.655 0.0985
H 11.992 4.385 20.373 0.0577
H 13.549 5.684 23.507 0.1053
H 13.830 4.375 22.415 0.1445
H 14.140 6.128 20.546 0.1118
H 15.050 6.452 21.992 0.1118
H 13.848 8.400 20.960 0.1060
H 13.382 8.160 22.709 0.1272
H 10.246 9.136 21.371 0.0613
H 11.354 9.405 22.729 0.0937
H 11.823 9.814 21.035 0.0931
H 12.007 7.939 19.290 0.0604
H 11.681 6.233 19.728 0.0681
H 10.412 7.484 19.785 0.0648
H 11.802 5.211 24.473 0.0598
H 11.484 3.538 23.753 0.0932
H 10.252 4.961 23.588 0.0905
H 9.446 7.015 22.950 0.0902
C 13.796 20.973 12.342 -0.0169
C 14.881 20.252 11.492 -0.5019
C 15.576 21.305 10.572 -0.1311
C 16.581 22.203 11.340 -0.1935
C 17.580 21.284 12.075 -0.1288
C 16.923 20.229 13.073 -0.5073
N 15.886 19.544 12.330 -0.0681
O 15.162 18.519 13.064 -0.0493
C 17.896 19.235 13.736 -0.0117
C 16.393 21.119 14.195 -0.0504
C 14.219 19.277 10.548 -0.0469
H 12.879 21.207 11.788 0.0874
H 14.157 21.980 12.652 0.0775
H 13.628 20.328 13.240 0.0707
H 16.072 20.713 9.726 0.1337
H 14.766 21.932 10.115 0.1287
H 16.103 22.939 12.019 0.0983
H 17.205 22.805 10.644 0.1128
H 18.337 21.934 12.615 0.1323
H 18.105 20.673 11.281 0.1330
H 18.140 18.353 13.219 0.0591
H 18.803 19.843 13.873 0.0878
H 17.550 18.986 14.784 0.0889
H 17.214 21.204 14.928 0.0871
H 16.078 22.119 13.920 0.0651
H 15.505 20.646 14.704 0.0782
H 13.383 19.778 10.127 0.0726
H 13.706 18.492 11.039 0.0563
H 14.834 18.897 9.700 0.1007
H 14.948 18.935 13.951 0.0690
C 6.886 16.760 23.503 -0.1037
C 5.648 17.056 22.665 -0.3249
O 5.590 15.924 21.815 -0.1049
H 7.726 16.513 22.823 0.0627
H 6.901 15.935 24.172 0.0538
H 7.192 17.711 24.080 0.1020
H 5.815 18.073 22.238 0.1152
H 4.810 17.034 23.357 0.1035
H 4.745 15.864 21.322 0.1033
C 9.224 8.222 14.219 -0.0663
C 10.667 7.883 14.728 -0.3274
O 10.788 7.084 15.890 -0.0987
H 9.164 8.095 13.113 0.0743
H 8.947 9.273 14.339 0.0314
H 8.563 7.583 14.824 0.0788
H 11.314 8.802 14.872 0.0872
H 11.191 7.252 13.925 0.1228
H 10.313 7.517 16.621 0.0499
C 20.540 16.445 16.685 -0.0815
C 20.351 17.121 18.059 -0.2717
O 18.973 17.215 18.482 -0.0921
H 21.591 16.411 16.444 0.0657
H 20.048 17.056 15.897 0.0791
H 20.132 15.411 16.637 0.0687
H 20.791 18.126 18.043 0.1097
H 20.881 16.510 18.800 0.1045
H 18.372 16.775 17.901 0.0261
C 6.581 10.540 20.130 -0.0732
C 7.639 11.193 19.190 -0.2791
O 7.451 10.598 17.904 -0.0884
H 5.608 10.488 19.631 0.0674
H 6.248 10.944 21.100 0.0777
H 6.887 9.500 20.356 0.0857
H 8.696 11.005 19.547 0.1153
H 7.481 12.309 19.249 0.1102
H 6.572 10.249 17.981 0.0675
C 17.660 11.909 19.750 -0.0587
C 18.305 12.718 18.663 -0.2455
O 17.620 12.452 17.407 -0.0875
H 17.646 10.863 19.382 0.0800
H 16.645 12.189 19.931 0.0477
H 18.242 11.888 20.645 0.0724
H 19.404 12.640 18.606 0.1214
H 18.113 13.787 18.845 0.1037
H 17.964 11.763 16.844 0.0547
C 13.420 9.087 11.038 -0.0743
C 13.416 9.782 12.372 -0.3137
O 14.640 10.517 12.370 -0.1284
H 14.365 8.501 10.930 0.0959
H 13.352 9.879 10.348 0.0618
H 12.497 8.472 11.020 0.0845
H 13.366 9.223 13.366 0.1318
H 12.625 10.510 12.307 0.0884
H 14.744 10.993 13.215 0.0379
C 9.940 17.309 14.565 -0.0508
C 10.902 17.076 13.391 -0.3148
O 12.223 16.685 13.661 -0.1057
H 8.921 17.499 14.173 0.0906
H 10.186 18.202 15.191 0.0734
H 10.008 16.458 15.182 0.0378
H 11.056 17.855 12.668 0.1025
H 10.518 16.221 12.779 0.1224
H 12.609 17.416 14.205 0.0771
C 18.184 9.510 13.122 -0.0663
C 18.213 10.416 11.847 -0.3197
O 17.247 10.008 10.934 -0.1087
H 18.847 9.890 13.904 0.0531
H 18.531 8.538 12.769 0.0748
H 17.129 9.467 13.473 0.0722
H 19.229 10.343 11.422 0.1145
H 18.014 11.530 12.100 0.1317
H 16.330 10.214 11.204 0.0668
C 9.550 12.104 14.721 -0.0722
C 9.500 12.944 15.960 -0.2586
O 10.655 13.808 15.987 -0.1308
H 9.507 12.763 13.879 0.0745
H 8.637 11.520 14.610 0.0768
H 10.405 11.466 14.650 0.0592
H 9.631 12.231 16.812 0.0917
H 8.636 13.588 15.952 0.1205
H 10.498 14.395 16.824 0.0919
C 17.420 15.373 15.533 -0.0497
C 16.303 14.459 15.112 -0.1814
O 15.661 13.868 16.291 -0.0803
H 17.059 16.216 16.135 0.0717
H 17.986 15.590 14.635 0.0874
H 18.141 14.912 16.163 0.0415
H 16.770 13.616 14.600 0.1302
H 15.532 14.892 14.465 0.1150
H 16.397 13.487 16.898 0.1192
C 12.497 20.650 16.203 -0.0728
C 12.884 19.296 16.717 -0.3332
O 13.770 18.709 15.818 -0.1311
H 13.317 21.338 16.167 0.0677
H 11.698 21.062 16.823 0.0895
H 12.154 20.562 15.220 0.0484
H 11.904 18.740 16.778 0.1090
H 13.300 19.305 17.771 0.1352
H 13.891 17.752 16.042 0.0466